[1]
{"formula": "C3H4F2S", "method": "the ωB97M-V functional and the def2-TZVPD basis", "elements": ["F", "C", "C", "S", "C", "F", "H", "H", "H", "H"], "xyz": [[-0.64, 1.76, 0.34], [0.10, 0.75, -0.27], [-0.19, -0.70, -0.28], [-1.99, -0.88, 0.23], [0.94, -0.32, 0.50], [2.25, -0.77, 0.16], [0.86, 1.52, -0.92], [0.05, -1.37, -1.08], [-2.29, 0.51, -0.34], [0.90, -0.51, 1.67]], "lowdin_charge": [-0.0675, -0.2836, -0.5530, 0.6948, -0.2690, -0.0274, 0.2172, 0.1022, -0.0048, 0.1911], "de_lowest_kj_mol": 309.04, "total_charge": 0, "total_energy_ev": -19442.2679, "mol_weight_g_mol": 110.13, "homo_lumo_gap_ev": 10.1364}


[2]
{"formula": "C3H4F3N", "method": "the ωB97M-V functional and the def2-TZVPD basis", "elements": ["C", "C", "C", "N", "F", "F", "F", "H", "H", "H", "H"], "xyz": [[0.83, -0.55, -0.14], [1.33, 0.56, 0.61], [-1.62, 0.12, -0.04], [1.03, -1.41, -0.91], [-1.91, -0.28, -1.32], [-2.56, -0.41, 0.82], [-1.66, 1.51, 0.07], [1.09, 1.54, 0.12], [2.42, 0.37, 0.75], [0.64, 0.53, 1.47], [0.40, -1.99, -1.45]], "lowdin_charge": [-0.2055, -0.0684, -0.4123, 0.2204, 0.0103, 0.0173, 0.0023, 0.1209, 0.1073, 0.0974, 0.1102], "de_lowest_kj_mol": 298.76, "total_charge": 0, "total_energy_ev": -12814.8972, "mol_weight_g_mol": 111.07, "homo_lumo_gap_ev": [8.2901, 8.2930]}


[3]
{"formula": "C3H4F3NO3", "method": "the ωB97M-V functional and the def2-TZVPD basis", "elements": ["N", "C", "O", "O", "C", "O", "C", "F", "F", "F", "H", "H", "H", "H"], "xyz": [[2.04, -0.97, 0.48], [1.83, 0.27, -0.19], [2.34, 0.60, -1.23], [0.97, 1.11, 0.49], [-0.34, 1.03, 0.03], [-0.94, -0.12, 0.61], [-2.13, -0.47, 0.08], [-3.07, 0.45, 0.34], [-2.50, -1.63, 0.60], [-2.07, -0.59, -1.25], [2.12, -1.68, -0.23], [2.93, -0.90, 0.95], [-0.34, 0.99, -1.05], [-0.84, 1.92, 0.38]], "lowdin_charge": [0.1440, -0.5253, 0.1403, 0.0350, -0.1632, 0.0973, -0.7277, 0.1650, 0.1854, 0.1620, 0.0942, 0.0993, 0.1453, 0.1484], "de_lowest_kj_mol": 1.22, "total_charge": 0, "total_energy_ev": -18960.9623, "mol_weight_g_mol": 159.06, "homo_lumo_gap_ev": 11.2778}


[4]
{"formula": "C3H4FI", "method": "the ωB97M-V functional and the def2-TZVPD basis", "elements": ["C", "C", "C", "F", "I", "H", "H", "H", "H"], "xyz": [[-0.55, -0.45, 0.74], [-0.49, -0.16, -0.77], [0.68, -0.06, 0.07], [0.90, 2.50, 0.01], [2.66, -0.43, 0.09], [-1.06, 0.27, 1.36], [-0.63, -1.47, 1.09], [-0.57, -0.96, -1.49], [-0.94, 0.76, -1.10]], "lowdin_charge": [-0.1868, -0.1951, -0.8828, 0.0239, 0.8629, 0.0944, 0.0967, 0.0971, 0.0898], "spin_multiplicity": 3, "de_lowest_kj_mol": 176.13, "total_charge": 0, "total_energy_ev": -13987.5025, "mol_weight_g_mol": 185.97, "homo_lumo_gap_ev": [8.2025, 5.2184], "s_squared": 2.007}


[5]
{"formula": "C3H4FIO", "method": "the ωB97M-V functional and the def2-TZVPD basis", "elements": ["C", "C", "C", "O", "F", "I", "H", "H", "H", "H"], "xyz": [[0.10, -0.01, 1.07], [-0.01, -0.20, -1.06], [-0.99, -0.70, -0.01], [0.77, 0.57, -0.09], [-1.15, -2.05, 0.06], [-3.06, 0.18, 0.07], [-0.24, 0.70, 1.87], [0.80, -0.82, 1.40], [0.70, -0.75, -1.62], [-0.48, 0.41, -1.78]], "lowdin_charge": [-0.1115, -0.1815, -0.7647, -0.1608, -0.0767, 0.8772, 0.1083, 0.1235, 0.1105, 0.0758], "spin_multiplicity": 3, "de_lowest_kj_mol": 147.43, "total_charge": 0, "total_energy_ev": -16035.4412, "mol_weight_g_mol": 201.97, "homo_lumo_gap_ev": [6.8395, 5.9639], "s_squared": 2.006}


[6]
{"formula": "C3H4FInO2", "method": "the ωB97M-V functional and the def2-TZVPD basis", "elements": ["O", "In", "C", "C", "H", "H", "F", "C", "O", "H", "H"], "xyz": [[-0.88, -0.94, -0.30], [-2.54, 1.49, -0.21], [-1.05, 0.31, -0.81], [0.45, -1.03, 0.24], [1.14, -1.41, -0.52], [0.42, -1.72, 1.09], [-0.47, 0.37, -2.10], [0.77, 0.42, 0.64], [-0.28, 1.17, 0.01], [1.74, 0.75, 0.25], [0.71, 0.59, 1.72]], "lowdin_charge": [0.0415, 1.8955, -0.5631, -0.0271, 0.1730, 0.1664, 0.1624, -0.0357, -0.1415, 0.1676, 0.1610], "total_charge": 2, "total_energy_ev": -15137.0134, "mol_weight_g_mol": 205.88, "homo_lumo_gap_ev": [5.7162, 5.7145]}


[7]
{"formula": "C3H4FN", "method": "the ωB97M-V functional and the def2-TZVPD basis", "elements": ["C", "C", "F", "C", "N", "H", "H", "H", "H"], "xyz": [[-0.16, 0.14, -0.31], [0.92, -0.72, 0.33], [1.07, -2.00, -0.17], [2.53, 0.23, 0.18], [3.47, 0.80, -0.13], [-0.38, -0.14, -1.28], [0.16, 1.10, -0.50], [-1.13, 0.25, 0.32], [0.89, -0.73, 1.35]], "lowdin_charge": [-0.0424, -0.2225, 0.0164, -0.1140, 0.0591, 0.0532, 0.0434, 0.1300, 0.0767], "de_lowest_kj_mol": 141.43, "total_charge": 0, "total_energy_ev": -7381.0702, "mol_weight_g_mol": 73.07, "homo_lumo_gap_ev": 12.7908}


[8]
{"formula": "C3H4FN2O2", "method": "the ωB97M-V functional and the def2-TZVPD basis", "elements": ["C", "H", "F", "C", "H", "H", "C", "N", "N", "O", "O", "H"], "xyz": [[-0.51, -1.50, 1.01], [0.51, 0.18, 0.30], [0.83, -2.04, 0.98], [-0.51, -0.30, 0.08], [-0.71, -1.16, 2.03], [-1.19, -2.29, 0.67], [-0.57, -0.61, -1.35], [-0.63, -0.86, -2.47], [1.07, 2.56, -0.61], [1.60, 3.07, -1.60], [1.60, 2.80, 0.50], [-1.49, 0.14, 0.46]], "lowdin_charge": [-0.1912, 0.1242, -0.1014, -0.1812, 0.1136, 0.1147, -0.2345, 0.1280, -0.4216, -0.2308, -0.2634, 0.1437], "de_lowest_kj_mol": 0.00, "total_charge": -1, "total_energy_ev": -12966.5333, "mol_weight_g_mol": 119.07, "homo_lumo_gap_ev": 6.3899}


[9]
{"formula": "C3H4FN3", "method": "the ωB97M-V functional and the def2-TZVPD basis", "elements": ["C", "C", "C", "N", "N", "N", "F", "H", "H", "H", "H"], "xyz": [[1.84, -0.55, -0.63], [1.96, 0.45, 0.39], [-2.69, 0.27, 0.15], [0.53, -0.86, -0.74], [0.73, 0.76, 0.77], [-0.03, -0.04, 0.11], [-3.06, -0.89, -0.41], [2.69, -1.22, -0.91], [2.77, 1.13, 0.61], [-2.38, 0.03, 1.26], [-2.36, 0.92, -0.59]], "lowdin_charge": [-0.1741, -0.1859, 0.1119, 0.0074, -0.0120, -0.1009, -0.0049, 0.0966, 0.0812, 0.1322, 0.0484], "de_lowest_kj_mol": 590.21, "total_charge": 0, "total_energy_ev": -10357.6038, "mol_weight_g_mol": 101.08, "homo_lumo_gap_ev": [8.2089, 6.3183]}


[10]
{"formula": "C3H4FN3", "method": "the ωB97M-V functional and the def2-TZVPD basis", "elements": ["C", "C", "C", "N", "N", "N", "F", "H", "H", "H", "H"], "xyz": [[-0.53, -1.69, 0.07], [2.04, 0.51, 0.16], [-1.55, -0.83, -0.36], [0.38, -2.30, 0.44], [1.37, 1.49, 0.09], [0.38, 2.12, 0.45], [2.81, -0.14, -0.63], [-2.32, -1.42, -0.67], [-1.83, -0.21, 0.58], [-1.10, -0.38, -1.16], [0.37, 2.86, 1.03]], "lowdin_charge": [-0.3203, -0.1531, -0.0648, 0.1425, -0.0562, 0.0786, 0.1188, 0.0449, 0.1387, 0.0578, 0.0131], "de_lowest_kj_mol": 543.01, "total_charge": 0, "total_energy_ev": -10358.0930, "mol_weight_g_mol": 101.08, "homo_lumo_gap_ev": 8.8013}


[11]
{"formula": "C3H4FeO4", "method": "the ωB97M-V functional and the def2-TZVPD basis", "elements": ["O", "C", "C", "O", "O", "C", "Fe", "H", "H", "H", "O", "H"], "xyz": [[0.13, -1.63, -0.84], [0.99, -0.66, -1.04], [-1.17, -1.13, -1.06], [2.20, -0.80, -0.92], [0.38, 0.50, -1.20], [-1.01, 0.27, -1.33], [3.83, 0.13, -0.80], [-1.80, -1.78, -1.67], [-1.50, 0.83, -2.13], [-1.98, -0.65, 0.23], [-2.02, 0.66, 0.31], [-2.66, 1.26, -0.09]], "lowdin_charge": [0.2204, -0.4895, 0.0507, -0.0634, 0.1975, 0.0798, 1.0687, 0.1988, 0.2055, 0.3086, 0.0962, 0.1266], "spin_multiplicity": 7, "de_lowest_kj_mol": 297.64, "total_charge": 2, "total_energy_ev": -45726.6086, "mol_weight_g_mol": 159.91, "homo_lumo_gap_ev": [5.1105, 6.0178], "s_squared": 12.022}


[12]
{"formula": "C3H4I2", "method": "the ωB97M-V functional and the def2-TZVPD basis", "elements": ["C", "C", "C", "I", "I", "H", "H", "H", "H"], "xyz": [[-0.52, -0.26, 1.40], [-0.58, 0.00, 0.07], [0.63, 0.02, -0.80], [1.02, 2.02, -1.64], [0.42, -1.35, -2.44], [-1.31, -0.17, 2.02], [0.29, -0.55, 1.96], [-1.35, 0.44, -0.44], [1.41, -0.14, -0.13]], "lowdin_charge": [0.0384, -0.3807, -1.2680, 0.7934, 0.7417, 0.0175, 0.0376, 0.0436, -0.0235], "spin_multiplicity": 3, "de_lowest_kj_mol": 142.99, "total_charge": 0, "total_energy_ev": -19372.0297, "mol_weight_g_mol": 293.87, "homo_lumo_gap_ev": [6.1695, 5.8197], "s_squared": 2.009}


[13]
{"formula": "C3H4IN2O", "method": "the ωB97M-V functional and the def2-TZVPD basis", "elements": ["C", "C", "I", "O", "C", "N", "N", "H", "H", "H", "H"], "xyz": [[-1.87, -2.14, -0.87], [-1.36, -1.00, -0.39], [-2.52, 0.60, 0.33], [0.05, -0.84, -0.38], [0.61, 0.26, -0.41], [0.78, 1.48, -0.57], [1.16, 2.68, -0.33], [-2.99, -2.21, -0.82], [-1.35, -2.89, -1.24], [1.44, 3.37, -0.98], [0.77, 2.99, 0.58]], "lowdin_charge": [0.0639, -0.7299, 1.0031, 0.0640, -0.0624, 0.0856, 0.1408, 0.1057, 0.0303, 0.1382, 0.1608], "de_lowest_kj_mol": 349.79, "total_charge": 1, "total_energy_ev": -16292.3149, "mol_weight_g_mol": 210.98, "homo_lumo_gap_ev": 9.1650}


[14]
{"formula": "C3H4IN3O2", "method": "the ωB97M-V functional and the def2-TZVPD basis", "elements": ["C", "C", "C", "N", "N", "N", "O", "O", "I", "H", "H", "H", "H"], "xyz": [[0.03, -0.19, -0.10], [1.64, 1.34, -0.04], [-1.71, -0.99, -0.63], [0.71, -0.53, 0.93], [0.51, 0.92, -0.71], [1.79, 0.40, 1.01], [2.31, 2.33, -0.20], [-1.62, -2.16, 0.07], [-3.18, 0.38, 0.04], [-1.66, -1.27, -1.60], [0.11, 1.29, -1.51], [2.14, 0.68, 1.90], [-1.06, -2.21, 0.83]], "lowdin_charge": [-0.2600, -0.5207, -0.6810, 0.0625, 0.1627, 0.0877, 0.0671, -0.1248, 0.8390, 0.0321, 0.1274, 0.1393, 0.0686], "de_lowest_kj_mol": 32.66, "total_charge": 0, "total_energy_ev": -19839.5976, "mol_weight_g_mol": 240.99, "homo_lumo_gap_ev": 9.2764}


[15]
{"formula": "C3H4INO", "method": "the ωB97M-V functional and the def2-TZVPD basis", "elements": ["N", "C", "O", "H", "C", "C", "I", "H", "H", "H"], "xyz": [[-3.27, 0.62, -0.43], [-4.35, 0.31, -0.01], [-5.35, -0.18, 0.30], [-2.73, 1.45, -0.38], [1.54, -0.35, 0.15], [0.37, 0.24, 0.06], [0.14, 2.34, 0.02], [1.60, -1.43, 0.17], [2.48, 0.18, 0.20], [-0.57, -0.28, 0.00]], "lowdin_charge": [0.1910, -0.4234, 0.1656, 0.0030, -0.1301, -0.6848, 0.7695, 0.0567, 0.0458, 0.0067], "de_lowest_kj_mol": 21.41, "total_charge": 0, "total_energy_ev": -14813.1914, "mol_weight_g_mol": 196.97, "homo_lumo_gap_ev": 9.9213}


[16]
{"formula": "C3H4INO", "method": "the ωB97M-V functional and the def2-TZVPD basis", "elements": ["C", "C", "C", "N", "O", "I", "H", "H", "H", "H"], "xyz": [[0.43, 0.71, -0.11], [-0.72, -0.01, 0.03], [-0.92, -0.97, 1.00], [0.53, -2.33, 0.06], [-1.56, -1.46, 1.87], [1.77, -1.43, -1.21], [0.61, 1.45, -0.90], [1.28, 0.48, 0.45], [-1.61, 0.37, -0.52], [0.98, -2.26, 0.99]], "lowdin_charge": [-0.1625, -0.2395, -0.2139, -0.5782, 0.1801, 0.8970, 0.0725, -0.0216, 0.1390, -0.0729], "de_lowest_kj_mol": 359.24, "total_charge": 0, "total_energy_ev": -14809.6900, "mol_weight_g_mol": 196.97, "homo_lumo_gap_ev": 8.0711}


[17]
{"formula": "C3H4INO", "method": "the ωB97M-V functional and the def2-TZVPD basis", "elements": ["C", "C", "C", "N", "O", "I", "H", "H", "H", "H"], "xyz": [[-1.08, -0.50, -0.36], [0.20, -0.24, 0.04], [0.84, 0.98, -0.17], [2.40, 0.87, 1.09], [0.67, 1.97, -0.76], [3.43, 0.35, -0.57], [-1.51, -1.49, -0.46], [-1.77, 0.10, -1.00], [0.68, -1.00, 0.74], [2.41, 1.90, 1.20]], "lowdin_charge": [-0.0329, -0.2562, -0.5894, -0.3826, 0.0919, 0.9678, 0.0364, 0.0644, 0.1126, -0.0120], "spin_multiplicity": 3, "de_lowest_kj_mol": 343.92, "total_charge": 0, "total_energy_ev": -14807.7427, "mol_weight_g_mol": 196.97, "homo_lumo_gap_ev": [5.3786, 6.4001], "s_squared": 2.037}


[18]
{"formula": "C3H4INOS", "method": "the ωB97M-V functional and the def2-TZVPD basis", "elements": ["O", "C", "C", "S", "C", "I", "N", "H", "H", "H", "H"], "xyz": [[1.47, 1.85, -0.41], [0.75, 0.90, -0.27], [0.73, -0.38, -1.03], [-0.34, -1.60, -0.06], [-1.10, -0.25, 0.82], [-3.22, 0.11, -0.10], [-0.11, 0.73, 0.82], [0.54, -0.13, -2.03], [1.62, -0.97, -1.11], [-1.51, -0.44, 1.87], [-0.30, 1.72, 1.21]], "lowdin_charge": [0.1018, -0.5293, -0.2929, 0.8201, -0.9685, 0.5034, -0.0453, 0.0836, 0.0700, 0.0647, 0.1923], "de_lowest_kj_mol": 18.15, "total_charge": 0, "total_energy_ev": -25648.8437, "mol_weight_g_mol": 229.04, "homo_lumo_gap_ev": 8.7587}


[19]
{"formula": "C3H4INS", "method": "the ωB97M-V functional and the def2-TZVPD basis", "elements": ["C", "C", "C", "N", "S", "I", "H", "H", "H", "H"], "xyz": [[-0.58, -0.82, -1.06], [-0.93, 0.42, -1.09], [0.93, -0.41, 0.83], [0.30, 0.72, 1.20], [-0.09, 1.78, -0.17], [2.78, -0.25, -0.06], [-0.95, -1.73, -1.42], [-1.90, 0.92, -1.58], [0.99, -1.30, 1.60], [-0.54, 0.68, 1.73]], "lowdin_charge": [-0.0406, -0.5524, -0.8134, -0.4454, 0.7895, 0.8027, 0.0147, 0.0965, 0.0816, 0.0668], "de_lowest_kj_mol": 367.73, "total_charge": 0, "total_energy_ev": -23597.2214, "mol_weight_g_mol": 213.04, "homo_lumo_gap_ev": [8.0189, 8.0173]}


[20]
{"formula": "C3H4IO2", "method": "the ωB97M-V functional and the def2-TZVPD basis", "elements": ["C", "C", "C", "O", "O", "I", "H", "H", "H", "H"], "xyz": [[-0.35, 2.30, -0.24], [0.64, -1.09, 0.55], [-0.26, -0.36, -0.36], [-0.95, 2.57, -1.22], [0.30, 2.51, 0.68], [-2.23, -1.30, -0.41], [1.42, -0.51, 0.96], [0.27, -1.64, 1.49], [1.08, -1.85, -0.10], [0.07, -0.62, -1.35]], "lowdin_charge": [-0.5448, -0.3752, -0.7679, 0.0837, 0.1246, 0.4085, 0.0236, 0.0637, 0.0389, -0.0551], "de_lowest_kj_mol": 133.60, "total_charge": -1, "total_energy_ev": -15371.3095, "mol_weight_g_mol": 198.97, "homo_lumo_gap_ev": 5.8263}